(1)
Density functional theory data (wB97M-V/def2-TZVPD) for a structure of composition C10H14BClMgN6O4 in a non-equilibrium geometry.

As for the spin multiplicity: 1. The total charge is +2. As for the total energy: -46346.9426 eV. The value obtained for the HOMO energy (alpha / beta) is -15.51 / -15.51 eV.

XYZ file:
```
37
Properties=species:S:1:pos:R:3:forces:R:3:mulliken_charge:R:1
H 0.144 -2.725 2.983 -0.1 -0.2 -0.1 0.2012
C -0.459 -3.283 2.259 -0.2 0.1 -0.3 -0.6517
O 0.353 1.489 5.141 -0.3 -1.0 -1.7 -0.5806
H 0.170 3.585 -2.731 0.1 0.5 -0.1 0.5178
H -1.328 -3.727 2.764 0.3 0.2 -0.1 0.3279
C -0.249 4.135 -0.565 -0.4 1.3 0.5 -0.9970
H -0.357 5.192 -0.522 -0.1 0.7 0.0 0.4739
H -0.578 3.412 1.553 0.0 0.0 0.1 0.5672
C -0.350 3.236 0.512 0.4 -2.9 0.0 0.1310
H -3.504 -1.750 -2.617 -0.2 -0.2 -0.2 0.4546
Cl 0.010 0.519 4.132 -0.2 -0.6 2.8 1.6815
H -0.842 -2.611 1.456 0.2 -0.2 0.3 -0.1252
C 0.038 3.366 -1.688 0.8 -3.0 -1.2 0.0751
N -1.264 -0.360 -0.675 -0.7 -0.6 -0.3 -0.2659
H 2.557 -1.656 1.163 -0.1 0.1 -0.3 0.5765
C 2.387 -0.800 -2.036 -1.8 2.0 -0.3 0.0457
N 0.163 2.095 -1.299 0.0 2.8 -0.9 0.0512
H 3.860 -2.218 -1.203 0.3 -0.3 0.0 0.4676
C -2.680 -1.223 -2.190 0.2 0.1 0.0 -1.0573
O -1.304 -0.043 4.350 1.1 0.5 -0.6 -0.5585
N 1.367 -0.396 -0.080 2.9 -1.9 0.7 -0.5233
N 1.441 -0.065 -1.444 2.1 -1.4 -1.0 0.3636
H 2.523 -0.686 -3.103 0.3 -0.2 0.1 0.4997
C -1.714 -0.481 -2.865 -0.4 -0.4 0.6 -0.0977
Mg -0.214 0.250 1.037 -0.6 -0.4 1.7 1.1525
H -2.850 -1.557 0.049 0.1 0.1 -0.3 0.4709
N -0.111 1.996 0.057 -0.3 3.3 1.3 0.0045
O -0.039 1.236 2.784 0.0 -0.3 -1.2 -0.8330
H 0.116 -4.087 1.787 -0.1 0.2 0.1 0.2986
C -2.360 -1.130 -0.825 0.8 0.7 -0.5 -0.1107
B 0.407 0.842 -2.163 -1.3 -0.9 1.0 0.1239
O 1.007 -0.537 4.014 -0.7 1.0 -0.5 -0.5932
H -1.542 -0.270 -3.905 -0.2 -0.1 -0.2 0.4866
N -0.876 0.025 -1.959 -0.2 0.0 0.5 0.2393
H 0.695 1.079 -3.275 0.1 0.1 -0.2 0.0105
C 3.024 -1.568 -1.057 0.6 -0.6 0.1 -0.9297
C 2.356 -1.283 0.159 -2.1 1.8 0.3 0.1024
```
Positions in Å, forces in eV/Å.


(2)
Density functional theory data (wB97M-V/def2-TZVPD) for a structure of composition C19H26N3OPt in a non-equilibrium geometry.

As for the spin multiplicity: 1. The total charge is +3. Its energy above the lowest of the compared OMol25 structures with the same formula, charge and spin is 0.0 kcal per mole. As for the total energy: -29861.1671 eV. The value obtained for the HOMO energy (alpha / beta) is -19.16 / -19.16 eV.

XYZ file:
```
50
Properties=species:S:1:pos:R:3:forces:R:3:mulliken_charge:R:1
H 2.047 1.805 1.679 0.0 0.0 0.0 0.3203
H 4.806 -0.325 -0.064 0.0 0.0 0.0 0.4380
C 0.687 3.087 -0.209 -0.1 0.0 0.1 -0.7975
H -1.162 4.114 1.628 0.0 0.0 0.0 0.4726
C -1.847 -1.476 0.351 0.1 0.0 -0.2 0.1643
H 0.862 2.873 2.450 0.0 0.0 0.0 0.4055
O 2.066 0.411 -1.352 0.1 0.2 -0.1 -0.5060
C 0.997 1.927 1.923 -0.1 0.1 0.1 -0.8277
C -1.010 -2.377 -0.407 0.0 0.1 0.2 1.0699
H 0.018 -1.798 -2.854 0.0 0.0 0.0 0.3515
C -2.068 0.940 0.745 0.3 0.0 -0.1 0.1827
H 2.309 -2.186 -0.034 0.0 0.0 0.0 0.3379
H -5.083 2.385 1.321 0.0 0.0 0.0 0.4633
H 0.658 1.109 2.554 0.0 0.0 0.0 0.3530
N 0.341 -1.920 -0.760 -0.3 0.1 -0.2 0.1379
C -1.775 3.249 1.411 0.0 0.0 0.0 -0.5367
H 4.806 1.629 -2.301 0.0 0.0 0.0 0.4593
C 4.015 0.424 0.040 0.0 0.0 0.0 -1.3728
H 4.651 -0.052 -2.738 0.0 0.0 0.0 0.3828
H 1.722 -1.877 -2.342 0.0 0.0 0.0 0.2795
C 0.723 -2.261 -2.169 -0.2 0.0 0.1 -0.7262
C 1.316 -2.567 0.189 -0.1 -0.1 -0.1 -0.8591
C -3.507 -3.199 0.599 0.0 0.0 0.0 -0.9577
H 1.721 2.889 -0.474 0.0 0.0 0.0 0.3334
C 4.071 0.844 -2.486 0.0 0.0 0.0 -1.3343
H 3.421 1.103 -3.316 0.0 0.0 0.0 0.3455
C -1.486 -3.614 -0.735 -0.1 0.0 0.1 -0.5443
C -3.166 3.325 1.594 0.0 0.0 0.0 -0.7247
H 4.533 1.360 0.268 0.0 0.0 0.0 0.4356
H -3.588 -1.347 1.653 0.0 0.0 0.0 0.8980
H 1.043 -2.335 1.216 0.0 0.0 0.0 0.3863
C 3.302 0.558 -1.253 0.0 -0.1 0.0 1.1996
H 0.735 -3.340 -2.314 0.0 0.0 0.0 0.4164
C -3.477 1.072 0.828 0.0 0.1 0.1 -0.7976
C -3.061 -1.945 0.923 0.1 0.0 0.0 -0.6025
H -0.903 -4.308 -1.325 0.0 0.0 0.0 0.4566
N 0.210 1.948 0.648 -0.4 0.1 -0.3 0.1665
H 0.072 3.149 -1.102 0.0 0.0 0.0 0.3437
C -4.010 2.260 1.264 0.0 0.0 0.0 -0.9287
Pt 0.349 0.102 -0.298 1.2 -0.2 0.3 0.5898
H 0.641 4.024 0.343 0.0 0.0 0.0 0.4216
H -3.596 4.253 1.948 0.0 0.0 0.0 0.4496
C -2.747 -4.009 -0.255 0.0 0.0 0.0 -0.6910
H 1.301 -3.648 0.042 0.0 0.0 0.0 0.4072
H -3.117 -4.994 -0.517 0.0 0.0 0.0 0.4575
C -1.228 2.088 0.944 0.0 -0.1 0.0 0.8776
H -4.430 -3.577 1.017 0.0 0.0 0.0 0.4587
H 3.354 0.142 0.856 0.0 0.0 0.0 0.3204
H -4.123 0.283 0.470 0.0 0.0 0.0 0.8519
N -1.396 -0.199 0.400 -0.5 0.1 0.1 -0.4276
```
Positions in Å, forces in eV/Å.